1.
# C31H31Br3O10

C31H31Br3O10 as an isolated structure (ωB97M-V/def2-TZVPD, the OMol25 dataset).

Its frontier orbital gap is 7.85 eV. The LUMO energy comes out at 0.0254 eV. Its energy is -9674.30034 Ha. The energy relative to the best compared isomer or geometry (same formula, charge and spin) is 0.00 kJ/mol.

The geometry in ORCA input format:
```
! RIJCOSX wB97M-V def2-TZVPD def2/J DEFGRID3
* xyz 0 1
C -16.875 -8.654 -23.288
C -13.146 -3.183 -24.234
C -8.665 -2.093 -27.654
H -4.873 -2.679 -27.704
O -12.650 0.219 -25.508
O -11.617 -6.694 -24.847
H -16.075 -9.383 -23.348
C -9.058 -0.976 -26.961
C -13.358 -4.342 -27.743
C -18.174 -8.947 -22.874
H -15.598 -7.141 -24.101
C -16.573 -7.358 -23.682
H -11.565 -8.706 -26.612
H -20.149 -8.267 -22.559
C -6.391 -1.712 -27.002
H -17.827 -3.310 -21.398
H -13.605 -3.308 -27.548
C -8.130 -0.242 -26.267
H -10.837 -6.599 -25.399
H -12.685 -4.159 -24.282
O -18.562 -10.210 -22.552
C -19.285 -0.783 -19.670
H -10.345 0.393 -27.302
H -13.713 -9.782 -22.318
C -13.135 -9.594 -23.211
H -15.565 -3.231 -20.849
C -6.786 -0.596 -26.287
C -14.334 -0.674 -24.174
C -12.972 -10.577 -24.179
C -19.145 -7.971 -22.825
O -5.038 -1.956 -27.092
H -19.568 -5.899 -23.043
Br -13.869 -4.798 -29.534
H -20.011 -2.231 -21.082
C -16.798 -1.925 -20.118
H -17.901 -4.491 -23.839
O -10.386 -0.546 -27.086
H -11.801 0.070 -25.945
C -16.938 -0.876 -19.212
H -9.448 -2.688 -28.109
H -14.829 0.284 -24.242
C -12.057 -7.974 -24.674
C -14.880 -1.722 -23.442
H -6.031 -0.013 -25.782
C -18.172 -0.331 -18.969
Br -11.450 -4.527 -27.525
C -13.175 -0.874 -24.904
H -13.440 -12.425 -24.642
H -21.101 -0.468 -20.114
H -12.028 -11.069 -26.061
H -15.681 -4.317 -23.093
C -12.684 -8.305 -23.475
H -12.936 -7.504 -22.784
C -12.270 -10.304 -25.334
O -20.494 -0.196 -19.419
C -11.884 -8.991 -25.610
Br -14.320 -5.347 -26.425
H -15.812 -1.525 -22.925
O -17.143 -5.084 -23.884
H -16.068 -0.478 -18.708
C -12.551 -2.115 -24.910
O -14.804 -4.058 -22.780
H -11.626 -2.278 -25.446
C -17.545 -6.378 -23.606
H -8.372 0.664 -25.720
C -17.917 -2.447 -20.749
C -14.285 -2.971 -23.477
H -18.288 0.469 -18.249
H -17.828 -10.829 -22.576
C -7.331 -2.471 -27.681
O -15.550 -2.442 -20.290
C -19.152 -1.872 -20.520
O -13.520 -11.796 -23.921
C -18.825 -6.677 -23.181
H -7.038 -3.362 -28.223
*
```

Atom charges from the Löwdin analysis, given in e for atoms 1 to 6: 0.004, -0.063, -0.033, 0.100, 0.041, -0.027



2.
# C35H39As2N4OPd

C35H39As2N4OPd as an isolated structure (ωB97M-V/def2-TZVPD, the OMol25 dataset).

Its frontier orbital gap is 4.95 eV. The LUMO energy comes out at 2.1430 eV. Its energy is -6250.83278 Ha. The energy relative to the best compared isomer or geometry (same formula, charge and spin) is 101.76 kJ/mol.

The geometry in ORCA input format:
```
! RIJCOSX wB97M-V def2-TZVPD def2/J DEFGRID3
* xyz -1 1
C -0.940 1.489 3.864
C -2.554 -1.939 -0.084
C 1.663 0.743 5.510
C 2.198 -1.261 4.296
C -4.640 -4.252 2.936
C 2.837 -0.786 -0.906
H -1.268 -0.514 -3.454
C -1.154 -1.724 -0.212
H 1.161 1.704 5.566
C -3.450 -1.522 -1.088
C 4.056 -2.471 2.354
C 1.682 1.368 -2.093
H 2.787 -4.416 4.084
C -0.742 2.535 -6.548
H 3.429 -2.661 5.368
H 2.475 0.928 7.488
C 3.061 -0.565 -2.256
H 1.733 -4.834 2.711
H -0.018 4.242 -9.304
C 1.552 -0.027 4.348
N -0.639 3.999 -3.143
H -5.188 -4.823 3.676
H -4.324 -3.844 -0.391
C -0.680 3.868 -4.544
H 4.419 -1.494 2.031
H 0.871 1.675 -0.129
C -0.718 5.012 -5.342
C 1.520 1.073 -0.742
O -0.057 3.508 -1.019
H -0.771 1.552 -7.007
C -0.770 -1.245 -1.489
H 1.833 2.758 3.512
C -4.874 -4.444 1.582
C -3.200 -2.728 1.033
H 1.222 2.531 -3.720
H 2.486 2.031 2.020
H -0.518 2.551 -9.187
N -1.991 -1.682 2.870
C -3.019 -0.974 -2.286
H -0.606 2.373 4.411
H -5.595 -5.177 1.239
H 0.288 -1.149 -1.712
H 1.033 -4.093 4.152
C -0.741 3.668 -7.355
N 1.067 2.471 -2.729
H 3.616 -1.280 7.396
C 2.473 0.530 -2.860
As 2.113 -2.357 2.650
H 4.246 -3.196 1.562
C 1.910 -4.113 3.506
H -1.087 4.801 -2.738
C -2.938 -2.581 2.417
H -1.723 1.772 3.164
H -3.485 -3.188 4.397
H -1.702 -1.854 3.819
H -1.166 -1.601 2.207
H -1.353 0.757 4.554
H 4.588 -2.775 3.257
C 0.118 3.309 -2.203
C -0.735 2.626 -5.162
C -4.152 -3.683 0.667
H -0.785 5.814 -7.320
H 3.245 -1.653 -0.405
H 3.667 -1.253 -2.829
H -3.735 -0.646 -3.032
H -1.730 3.831 -9.268
C -3.683 -3.335 3.338
H 2.617 0.728 -3.917
H -0.813 1.726 -4.560
Pd 0.441 -1.439 1.210
H 1.003 2.998 1.952
C -0.756 4.908 -6.721
N 2.077 0.014 -0.166
H -4.516 -1.627 -0.913
C 2.933 -1.697 5.401
C 3.039 -0.925 6.549
As 0.498 0.661 2.806
C -1.650 -0.880 -2.504
H -0.712 5.989 -4.870
C 2.399 0.308 6.602
C -0.751 3.565 -8.860
C 1.574 2.294 2.559
*
```

Atom charges from the Löwdin analysis, given in e for atoms 1 to 6: -0.324, -0.212, -0.131, -0.401, -0.135, -0.171



3.
# C2H4FNS

One molecule with the formula C2H4FNS (ωB97M-V/def2-TZVPD, the OMol25 dataset).

Its frontier orbital gap is 9.00 eV. The LUMO energy comes out at 0.5356 eV. Its energy is -631.38031 Ha. The energy relative to the best compared isomer or geometry (same formula, charge and spin) is 97.72 kJ/mol.

The geometry in ORCA input format:
```
! RIJCOSX wB97M-V def2-TZVPD def2/J DEFGRID3
* xyz 0 1
C -0.804 -0.904 0.148
H -0.316 1.859 -0.031
N 0.559 1.297 -0.054
F -1.825 -0.448 -0.505
H -0.908 -0.800 1.285
H -0.662 -1.910 -0.010
S 1.979 -0.789 -0.252
C 0.508 -0.040 -0.067
H 1.469 1.735 -0.513
*
```

Atom charges from the Löwdin analysis, given in e for atoms 1 to 6: -0.276, 0.118, 0.010, 0.028, 0.143, 0.075



4.
# C26H27MnN7OPS

C26H27MnN7OPS as an isolated structure (ωB97M-V/def2-TZVPD, the OMol25 dataset).

Its frontier orbital gap (alpha / beta) is 5.82 / 6.90 eV. The LUMO energy (alpha / beta) comes out at -11.2412 / -10.2743 eV. As for the expectation value of S²: 4.229. Its energy is -3355.06960 Ha. The energy relative to the best compared isomer or geometry (same formula, charge and spin) is 0.00 kJ/mol.

The geometry in ORCA input format:
```
! RIJCOSX wB97M-V def2-TZVPD def2/J DEFGRID3
* xyz 3 4
C -0.306 -2.607 0.390
C 3.078 -0.128 -1.080
H 4.103 -0.023 -1.440
C 0.201 -1.974 -2.719
H -2.471 -2.619 0.345
H 1.688 2.139 -1.751
C -0.518 -5.261 1.149
H 0.300 -2.966 -4.615
C -1.568 -3.181 0.544
C -4.109 0.988 -1.206
C 0.742 -4.688 0.994
P -0.085 -0.952 -0.239
C -3.899 0.388 0.032
C -0.174 -0.172 3.725
N 1.471 3.493 2.487
H -1.978 2.786 2.192
S 1.157 -0.835 2.772
H -1.405 5.082 -2.086
N 0.370 2.245 -0.165
H 3.907 -1.112 -3.284
Mn 1.095 0.809 1.130
C 2.861 -1.343 -3.127
N 2.061 2.179 2.520
H -2.248 4.351 0.148
H -0.831 -2.265 -2.563
N -0.530 1.328 2.123
C -1.155 2.348 1.639
C -1.870 0.424 -1.879
C -2.677 -0.193 0.320
H 0.115 -1.523 5.233
H 1.922 1.795 3.452
H 4.632 1.107 0.102
H 3.070 2.215 2.373
N 2.788 0.486 0.009
H -1.095 0.433 -2.633
C -0.914 4.283 -1.548
C 2.224 -0.899 -1.960
C 0.865 -1.217 -1.759
H -2.641 -4.966 1.026
H -4.693 0.363 0.765
O 3.797 1.235 0.587
H 2.690 -2.409 -4.977
C -0.726 2.857 0.356
H 1.632 -5.279 1.163
C -3.095 1.008 -2.156
H 1.957 4.035 1.780
C 0.845 -2.387 -3.881
H 1.837 -2.929 0.485
C -1.665 -4.512 0.921
C 0.197 3.650 -2.083
C 0.852 -3.366 0.616
C 2.179 -2.076 -4.085
C -1.386 3.880 -0.305
H 1.640 3.964 3.373
H -3.267 1.463 -3.122
N -0.428 -0.747 4.889
H -0.603 -6.298 1.441
H -5.069 1.430 -1.433
N -0.906 0.833 3.314
H -2.525 -0.658 1.288
H 0.596 3.936 -3.045
H -1.188 -0.402 5.459
C -1.658 -0.189 -0.640
C 0.812 2.640 -1.361
*
```

Atom charges from the Löwdin analysis, given in e for atoms 1 to 6: -0.386, -0.035, 0.157, -0.050, 0.101, 0.118